C3H10InNO5P3 | the ωB97M-V functional and the def2-TZVPD basis

Each line ends with the Löwdin charge.
Cartesian coordinates (Å):
C 2.06842 0.71706 1.31589  -0.394
P 2.45526 -0.09641 -0.40395  0.620
O 3.19379 1.12511 -1.39643  -0.504
In 0.19700 -0.81797 -1.28451  0.336
C -0.23387 -2.83096 -0.35373  -0.314
O 0.35592 -0.85991 -3.37407  -0.360
C -0.67637 0.06609 -3.93366  -0.334
N -1.53316 1.03385 -4.15125  0.021
P -1.75814 0.68540 -0.74478  0.496
P -2.02699 0.94952 1.42112  0.410
O -3.61179 0.86162 1.68499  -0.493
O -1.33134 -0.35522 2.39071  -0.298
O -1.33744 2.46451 2.00428  -0.299
H 2.04583 -0.16016 2.09931  0.046
H 2.89443 1.52247 1.52238  0.038
H 0.97939 1.18214 1.18145  -0.008
H 4.10408 1.36152 -1.00579  0.048
H 0.20260 -3.71692 -0.99217  -0.016
H -1.36991 -3.04336 -0.10298  0.000
H 0.32597 -2.85003 0.69922  -0.005
H -2.96398 0.00250 -1.22837  -0.114
H -1.28857 -0.06100 3.34064  0.061
H -0.69112 2.82016 1.31169  0.062

Calculated values
HOMO = -4.558 eV
Largest force on an atom = 11.14 eV/A
Total charge = -1
Gap between HOMO and LUMO = 0.2641 Ha